{"formula": "C32H88N8O8", "method": "ωB97M-V/def2-TZVPD", "max_force_ev_per_a": 1.8, "relative_energy_kj_mol": 36.8, "gap_ev": 9.321, "e_lumo_ev": 0.60, "total_charge": 0, "e_homo_ev": -8.717, "elements": ["C", "C", "H", "H", "H", "C", "C", "H", "H", "C", "H", "H", "H", "C", "N", "O", "O", "H", "H", "H", "H", "H", "N", "C", "H", "H", "H", "C", "H", "H", "C", "H", "C", "H", "H", "H", "H", "H", "C", "H", "H", "N", "H", "O", "H", "N", "H", "H", "C", "C", "C", "H", "H", "H", "H", "N", "O", "H", "H", "H", "C", "H", "H", "H", "H", "H", "H", "H", "H", "H", "H", "H", "H", "H", "N", "H", "H", "H", "H", "H", "H", "C", "H", "C", "C", "H", "C", "H", "H", "H", "C", "H", "H", "O", "H", "H", "H", "H", "C", "H", "H", "C", "H", "H", "O", "H", "O", "C", "H", "H", "N", "H", "C", "C", "C", "H", "C", "H", "O", "H", "H", "C", "H", "C", "H", "H", "H", "H", "C", "H", "H", "C", "N", "C", "H", "H"], "coordinates": [[-1.69, 4.89, -2.09], [1.30, -2.75, -1.07], [-0.81, -5.70, -0.55], [2.10, -6.80, 0.93], [-1.95, -8.04, -2.14], [-2.15, -1.42, -0.92], [-1.49, -6.55, -0.59], [-3.85, 2.26, -1.30], [-3.14, -0.97, -0.99], [3.42, 6.13, 1.11], [-1.97, 0.48, 5.14], [-1.49, -0.85, 1.05], [2.03, 2.89, 0.08], [0.20, -0.88, -0.17], [-1.58, 0.84, -0.18], [5.33, 2.08, 3.20], [5.59, -7.17, 0.80], [1.82, 2.94, 2.61], [5.75, 0.29, 1.29], [3.66, -1.56, 2.63], [-2.39, 3.75, 3.05], [-3.66, 0.48, -4.80], [2.65, -8.63, -0.97], [-1.28, -0.58, 0.00], [-1.57, 0.95, -5.09], [-0.77, 4.98, -2.67], [-4.92, 0.88, -1.37], [-3.33, 1.83, 3.37], [0.57, -0.43, -1.10], [-1.81, 3.91, -1.63], [-0.43, 8.80, -3.00], [-4.39, 5.04, 2.71], [-1.40, -7.10, -2.00], [3.07, -9.10, -1.76], [-0.98, 8.90, -3.95], [-2.49, 1.18, 3.07], [5.04, -9.00, 0.00], [4.02, -7.13, -1.44], [-4.56, 1.77, -3.31], [-3.69, -0.06, 5.27], [6.79, -7.55, -0.85], [-2.98, 5.90, -0.22], [4.10, -8.43, 1.33], [2.66, 4.95, 1.25], [-0.18, -8.95, -3.60], [-3.04, 3.01, 1.27], [5.84, -6.03, -0.92], [6.45, 0.17, 3.73], [4.59, -8.08, 0.41], [4.69, 3.15, 3.85], [1.30, 5.16, 0.92], [-0.36, -7.32, -4.33], [3.29, -5.57, 0.36], [-4.72, 3.99, 4.05], [3.75, 1.56, 2.00], [-2.85, -6.06, -0.37], [-0.57, 7.53, -2.45], [-2.31, -2.40, -0.48], [-2.65, 7.54, -2.40], [7.24, -6.17, 0.17], [0.17, -7.90, -3.57], [-1.51, 2.45, -4.11], [-0.81, 9.60, -2.35], [1.83, -8.15, -1.32], [-2.82, -5.45, 0.44], [0.16, 2.32, 2.52], [4.04, 3.72, 3.18], [-0.71, 1.37, -0.07], [-2.85, 5.13, 0.42], [-3.87, 5.85, -0.69], [0.79, 3.28, -0.86], [-5.43, 3.57, 2.54], [-1.70, -1.51, -1.90], [5.45, 3.83, 4.24], [-5.82, 1.72, -4.06], [-5.58, 2.51, -1.55], [-3.85, 2.56, 0.84], [-3.46, -6.84, -0.13], [-1.74, -6.30, -2.67], [3.05, 6.90, 1.80], [-2.52, 4.98, -2.81], [-1.78, 7.37, -1.74], [-6.43, 1.00, -3.67], [-2.99, 0.76, 5.44], [5.19, -0.06, 2.15], [3.49, -0.85, 1.05], [-4.52, 3.99, 2.97], [-2.34, 2.29, 1.09], [4.81, -2.00, 1.34], [1.24, 5.50, -0.13], [0.57, 3.84, 1.09], [4.07, 2.80, 4.69], [-1.14, -7.21, 1.46], [-3.39, 1.93, 4.79], [0.88, 5.99, 1.51], [-2.98, 1.00, 6.51], [3.81, 0.74, 3.60], [-4.25, 1.33, 3.03], [-3.67, 0.61, -3.71], [1.31, -3.84, -1.08], [-1.84, 8.15, -0.96], [-3.27, 3.19, 2.72], [0.97, -2.49, -2.08], [-4.04, 2.67, -3.66], [-2.37, 0.78, -3.19], [-1.81, 1.00, -1.17], [-0.02, -7.35, -2.29], [-1.44, 1.36, -4.08], [4.45, 5.90, 1.33], [0.47, 3.93, 3.24], [1.01, 2.86, 0.05], [-4.07, -0.32, -3.30], [4.41, 1.11, 2.75], [-1.00, -7.56, 0.44], [0.77, 3.22, 2.47], [0.04, -7.82, 0.24], [-4.74, 1.87, -1.81], [-0.43, 1.08, -3.77], [0.43, -2.27, -0.10], [5.80, -1.32, 3.67], [-0.96, 5.91, -0.38], [6.40, -6.71, -0.26], [2.35, -2.42, -1.01], [3.55, -7.54, -0.53], [0.62, 9.02, -3.20], [1.96, -6.06, -0.63], [1.24, -7.92, -3.77], [-6.36, 2.57, -3.90], [-1.79, 6.03, -1.07], [-1.51, -8.53, 0.35], [3.31, 6.54, 0.10], [2.70, -6.45, 0.09], [6.20, -0.58, 3.10], [4.23, -1.18, 1.78], [-0.50, 4.00, 0.95], [0.75, -0.39, 0.64]], "lowdin_charge": [-0.059, -0.128, 0.134, 0.084, 0.132, -0.042, -0.443, 0.044, 0.067, -0.101, 0.086, 0.134, 0.074, -0.216, 0.056, -0.189, -0.182, 0.050, 0.136, 0.083, 0.133, 0.122, 0.053, -0.422, 0.089, 0.073, 0.082, -0.215, 0.125, 0.057, -0.129, 0.075, -0.193, 0.070, 0.090, 0.114, 0.125, 0.127, -0.439, 0.089, 0.092, 0.049, 0.131, -0.209, 0.093, 0.035, 0.079, 0.060, -0.221, -0.111, -0.229, 0.089, 0.082, 0.080, 0.120, 0.039, -0.187, 0.074, 0.134, 0.088, -0.115, 0.080, 0.086, 0.023, 0.070, 0.070, 0.070, 0.037, 0.023, 0.069, 0.070, 0.082, 0.082, 0.088, 0.034, 0.078, 0.058, 0.072, 0.126, 0.092, 0.077, -0.221, 0.074, -0.120, -0.428, 0.066, -0.060, 0.020, 0.080, 0.120, -0.412, 0.092, 0.078, -0.188, 0.135, 0.087, 0.132, 0.136, -0.202, 0.067, 0.126, -0.426, 0.089, 0.134, -0.231, 0.050, -0.234, -0.090, 0.087, 0.087, 0.058, 0.127, -0.222, -0.055, -0.041, 0.050, -0.058, 0.088, -0.173, 0.062, 0.108, -0.116, 0.085, -0.442, 0.085, 0.057, 0.082, 0.068, -0.430, 0.083, 0.091, -0.053, 0.041, -0.070, 0.109, 0.118]}

{"formula": "C4H8N2O2", "method": "ωB97M-V/def2-TZVPD", "max_force_ev_per_a": 3.0, "relative_energy_kj_mol": 470.8, "gap_ev": [6.348, 6.310], "e_lumo_ev": [-0.63, -0.66], "total_charge": 0, "e_homo_ev": [-6.982, -6.965], "elements": ["N", "C", "C", "H", "C", "N", "H", "H", "C", "O", "H", "H", "O", "H", "H", "H"], "coordinates": [[0.49, -1.00, 0.51], [0.21, -1.08, -0.76], [-0.88, -0.08, -1.18], [1.71, -1.72, 1.85], [-1.42, 0.68, 0.01], [1.68, -1.52, 0.89], [-0.13, 1.28, 1.88], [1.24, 2.39, 0.64], [-0.32, 1.28, 0.80], [0.51, 2.05, 0.10], [-1.68, -0.38, -1.84], [-2.08, 1.52, -0.44], [0.76, -1.70, -1.70], [-0.23, 0.59, -1.90], [2.08, -2.32, 0.37], [-1.93, 0.01, 0.78]], "nbo_charge": [-0.426, 0.564, -0.469, 0.344, -0.518, -0.674, 0.204, 0.504, 0.443, -0.614, 0.233, 0.253, -0.702, 0.231, 0.373, 0.254]}

{"formula": "C2H8NSe", "method": "ωB97M-V/def2-TZVPD", "max_force_ev_per_a": 2.8, "relative_energy_kj_mol": 103.9, "gap_ev": 9.624, "e_lumo_ev": -5.07, "total_charge": 1, "e_homo_ev": -14.699, "elements": ["H", "N", "C", "H", "H", "H", "H", "C", "H", "H", "Se", "H"], "coordinates": [[-1.98, -0.47, -1.03], [0.54, -1.29, 0.27], [-0.22, -0.24, 0.14], [1.46, 2.07, 0.46], [0.92, -1.84, -0.46], [0.79, -1.60, 1.18], [1.36, 1.60, -0.22], [-1.00, -0.09, -1.14], [0.38, 0.58, 2.48], [-0.42, -0.52, -1.93], [-0.68, 0.84, 1.48], [-1.14, 0.95, -1.25]], "nbo_charge": [0.283, -0.667, 0.189, 0.038, 0.433, 0.422, -0.037, -0.681, 0.119, 0.252, 0.394, 0.254]}

{"formula": "C19H20N2O4S", "method": "ωB97M-V/def2-TZVPD", "max_force_ev_per_a": 1.0, "relative_energy_kj_mol": 200.6, "gap_ev": 8.037, "e_lumo_ev": -0.11, "total_charge": 0, "e_homo_ev": -8.151, "elements": ["C", "C", "C", "H", "H", "C", "N", "H", "N", "H", "C", "H", "C", "H", "C", "H", "C", "H", "H", "C", "H", "C", "C", "H", "H", "O", "H", "H", "H", "C", "C", "O", "C", "O", "H", "C", "H", "S", "O", "H", "C", "H", "H", "C", "C", "C"], "coordinates": [[0.26, 2.21, -0.59], [0.80, 1.78, -1.78], [-0.32, -2.05, -1.49], [-0.88, 3.98, -2.27], [1.17, -2.14, 2.05], [2.10, 1.18, 3.01], [2.99, -1.99, 0.09], [3.31, -2.08, 1.04], [0.35, 2.27, 1.79], [-1.88, 2.50, -2.18], [1.04, -2.04, -1.33], [-4.41, -1.92, -0.09], [-0.63, -2.14, 0.89], [-4.34, -3.78, 1.56], [-3.57, -3.69, 0.81], [-3.29, 4.55, -2.02], [-1.54, 3.38, -1.62], [-1.25, -2.18, 1.77], [3.60, 0.17, 1.85], [2.06, 1.02, 0.61], [2.32, 0.56, -2.72], [-1.18, -2.09, -0.39], [-2.72, 4.22, -1.16], [1.71, -2.02, -2.18], [0.44, 2.31, 3.81], [3.97, -1.08, -2.08], [-0.76, -2.02, -2.48], [-3.24, -1.58, 1.20], [2.54, 0.97, 3.97], [1.92, 0.94, -1.79], [-3.46, -2.24, 0.35], [-2.51, -2.06, -0.68], [2.54, 0.57, -0.63], [-0.83, 2.97, -0.46], [-2.63, -4.04, 1.22], [0.75, -2.12, 1.05], [0.36, 2.05, -2.73], [3.77, -0.73, -0.71], [4.93, -0.44, 0.10], [-2.37, 5.08, -0.60], [2.67, 0.72, 1.85], [-3.82, -4.32, -0.04], [-3.36, 3.62, -0.51], [0.92, 1.94, 2.92], [1.60, -2.07, -0.05], [0.89, 1.84, 0.64]], "nbo_charge": [0.357, -0.335, -0.232, 0.175, 0.212, -0.246, -0.859, 0.407, -0.399, 0.177, -0.248, 0.193, -0.289, 0.215, -0.639, 0.214, -0.065, 0.219, 0.239, -0.083, 0.247, 0.295, -0.617, 0.241, 0.192, -0.930, 0.224, 0.169, 0.222, -0.119, -0.062, -0.496, -0.367, -0.467, 0.213, -0.250, 0.228, 2.311, -0.943, 0.218, -0.160, 0.216, 0.217, 0.050, 0.180, 0.175]}